Arrangement 1

This record from the Open Molecules 2025 dataset describes a molecular structure, H12NaO6. The level of theory is the ωB97M-V functional and the def2-TZVPD basis.

* E_HOMO: -14.5562 eV
* HOMO-LUMO gap: 11.060 eV
* total charge: +1

Atoms and positions in Å:
Na  -0.35595  0.15600  -0.37450
O  0.29668  2.36734  -2.08721
H  -0.08226  3.19513  -2.40830
H  1.25119  2.49111  -2.16669
O  -2.58851  0.99601  -1.15091
H  -2.82867  1.92810  -1.21687
H  -3.40451  0.54382  -0.89944
O  0.84361  -1.71112  1.45180
H  1.12210  -0.98774  2.02704
H  1.16835  -2.51236  1.88841
O  2.29161  -2.14652  -1.30615
H  2.00739  -2.66766  -0.55436
H  2.31707  -1.24425  -0.97476
O  1.18885  1.27606  1.18318
H  1.29188  1.38550  2.13791
H  1.55491  2.08840  0.80678
O  -2.08412  -1.44026  0.94829
H  -1.24550  -1.87890  1.16787
H  -2.74410  -1.83866  1.52793


Arrangement 2

This record from the Open Molecules 2025 dataset describes a molecular structure, H12NaO6. The level of theory is the ωB97M-V functional and the def2-TZVPD basis.

* E_HOMO: -14.1117 eV
* HOMO-LUMO gap: 10.938 eV
* total charge: +1

Atoms and positions in Å:
Na  -0.16148  -0.44396  -0.17466
O  0.16088  2.17221  1.55389
H  -0.70672  2.06517  1.16397
H  -0.01114  2.33254  2.48176
O  2.15490  -0.06938  0.21850
H  2.76015  0.58758  -0.12544
H  2.62590  -0.89819  0.13212
O  -0.17539  -1.29794  2.09258
H  -0.81855  -1.72744  2.65658
H  0.64094  -1.33055  2.59135
O  -0.09550  0.43286  -2.52050
H  0.85201  0.48931  -2.64409
H  -0.45220  1.12101  -3.08215
O  0.21597  -2.40076  -1.30401
H  0.71502  -3.21748  -1.29200
H  -0.30166  -2.44760  -2.10781
O  -2.08707  1.52675  0.03421
H  -2.61740  0.86807  0.48267
H  -2.69869  2.23781  -0.15693


Most stable: arrangement 2. Least stable: arrangement 1.


Arrangement 1

This record from the Open Molecules 2025 dataset describes a single C5H4 molecule. The level of theory is the ωB97M-V functional and the def2-TZVPD basis.

* E_HOMO: -9.5854 eV
* HOMO-LUMO gap: 8.958 eV
* total charge: 0

Atoms and positions in Å:
C  -1.31517  -0.34540  0.20998
C  -0.56634  1.66622  -0.93849
C  -0.21414  0.55264  -0.33265
C  1.16754  0.21937  -0.16852
C  2.32491  -0.06981  0.00962
H  -1.05649  -0.65238  1.22640
H  -1.41854  -1.23604  -0.41535
H  -2.27168  0.18333  0.23615
H  3.34991  -0.31793  0.17284


Arrangement 2

This record from the Open Molecules 2025 dataset describes a single C5H4 molecule. The level of theory is the ωB97M-V functional and the def2-TZVPD basis.

* SMILES string: C#CC#CC
* E_HOMO: -9.4948 eV
* HOMO-LUMO gap: 10.464 eV
* total charge: 0

Atoms and positions in Å:
C  0.58241  2.92254  -0.98538
C  0.28238  1.90179  -0.50157
C  -0.09499  0.61640  0.04687
C  -0.33272  -0.51905  0.30634
C  -0.29504  -1.91739  0.67714
H  0.85402  3.80436  -1.67497
H  -1.36550  -2.33832  0.47604
H  0.38002  -2.45799  -0.04080
H  -0.01057  -2.01234  1.69632


Arrangement 3

This record from the Open Molecules 2025 dataset describes a single C5H4 molecule. The level of theory is the ωB97M-V functional and the def2-TZVPD basis.

* SMILES string: C=C=C=C=C
* E_HOMO: -8.8892 eV
* HOMO-LUMO gap: 9.249 eV
* total charge: 0

Atoms and positions in Å:
C  0.16608  -1.47249  1.56317
C  0.38184  -0.20913  1.29223
C  0.41540  0.91716  0.67400
C  0.12885  1.31124  -0.51452
C  -0.27687  1.24231  -1.75539
H  -0.75051  -1.78919  2.05211
H  0.86226  -2.22296  1.19095
H  -0.77379  0.28586  -1.93171
H  -0.15326  1.93719  -2.57084


Arrangement 4

This record from the Open Molecules 2025 dataset describes a single C5H4 molecule. The level of theory is the ωB97M-V functional and the def2-TZVPD basis.

* SMILES string: C#CC=C=C
* E_HOMO: -9.1112 eV
* HOMO-LUMO gap: 10.147 eV
* total charge: 0

Atoms and positions in Å:
C  2.41633  -0.24785  0.05920
C  1.40793  0.40453  -0.00418
C  0.14694  0.95288  0.01132
C  -0.92701  0.24221  -0.00352
C  -1.99831  -0.49840  0.07678
H  3.40005  -1.03106  -0.04788
H  0.23751  1.99932  -0.29720
H  -2.43353  -0.78564  0.94705
H  -2.24992  -1.03600  -0.74157


Most stable: arrangement 2. Least stable: arrangement 1.


Arrangement 1

This record from the Open Molecules 2025 dataset describes a single C5H4 molecule. The level of theory is the ωB97M-V functional and the def2-TZVPD basis.

* E_HOMO: -7.9617 eV
* HOMO-LUMO gap: 8.474 eV
* total charge: 0

Atoms and positions in Å:
C  -0.40004  1.96894  -0.80204
C  -0.44570  0.68005  -0.62505
C  -0.45264  -0.57982  -0.17284
C  0.60803  -1.08793  0.61197
C  1.46702  -1.54126  1.32545
H  -0.14721  2.49041  -1.73935
H  -1.49165  1.18575  -0.26475
H  -1.35589  -1.16595  -0.29187
H  2.21807  -1.95018  1.95848


Arrangement 2

This record from the Open Molecules 2025 dataset describes a single C5H4 molecule. The level of theory is the ωB97M-V functional and the def2-TZVPD basis.

* SMILES string: C=C1C2=C1C2
* E_HOMO: -8.2709 eV
* HOMO-LUMO gap: 7.649 eV
* total charge: 0

Atoms and positions in Å:
C  -1.93912  -0.01076  0.06782
C  -0.62258  0.09076  -0.01082
C  0.60102  0.87170  -0.26406
C  0.50519  -0.64446  -0.40657
C  1.81273  0.04851  0.06968
H  -2.39104  -0.87233  -0.28027
H  -2.65620  0.70816  0.25250
H  2.69276  -0.09023  -0.57515
H  1.99725  -0.10135  1.14688


Arrangement 3

This record from the Open Molecules 2025 dataset describes a single C5H4 molecule. The level of theory is the ωB97M-V functional and the def2-TZVPD basis.

* SMILES string: C#CC1=CC1
* E_HOMO: -8.8501 eV
* HOMO-LUMO gap: 9.000 eV
* total charge: 0

Atoms and positions in Å:
C  -2.59435  0.04337  -0.06443
C  -1.34317  -0.11708  -0.06026
C  0.06765  -0.31516  -0.06116
C  1.32519  -0.90129  -0.09025
C  1.33711  0.58547  -0.05588
H  -3.62792  -0.00344  0.14490
H  1.93211  -1.76189  0.22653
H  1.44345  1.26510  -0.84441
H  1.45992  1.20492  0.80496


Most stable: arrangement 3. Least stable: arrangement 1.


Arrangement 1

This record from the Open Molecules 2025 dataset describes a single C4H7NOS molecule. The level of theory is the ωB97M-V functional and the def2-TZVPD basis.

* E_HOMO: -8.0434 eV
* HOMO-LUMO gap: 8.705 eV
* total charge: 0

Atoms and positions in Å:
C  1.39689  0.29751  -1.93709
C  0.77998  0.89618  -0.91490
C  -1.54691  -0.98734  1.27108
C  -0.25971  -0.33436  0.85343
N  -0.21089  -0.00176  -0.46529
O  1.08169  2.00979  -0.21284
S  0.31864  -1.16181  -1.68911
H  2.11235  0.46509  -2.77247
H  -1.45633  -1.35209  2.33646
H  -1.79840  -2.06213  0.85343
H  -2.36117  -0.27652  1.12199
H  0.68817  -0.72205  1.10991
H  -0.29229  0.66223  1.31736
H  1.54798  2.56726  -0.87195


Arrangement 2

This record from the Open Molecules 2025 dataset describes 2 unconnected molecules or ions with the total composition C4H7NOS. The level of theory is the ωB97M-V functional and the def2-TZVPD basis.

* E_HOMO: -8.8501 eV
* HOMO-LUMO gap: 9.321 eV
* total charge: 0

Atoms and positions in Å:
C  -2.03530  0.93512  0.25617
C  -0.40620  0.98307  -0.08814
C  -0.47854  -1.39146  0.41009
C  -1.51317  -1.69809  -0.49232
H  -2.54488  1.30943  -0.67761
H  -2.08674  -0.28578  0.63721
H  -2.16798  1.67669  1.58380
H  2.65916  -0.03404  1.25092
H  -0.07770  -2.00162  1.17540
H  -2.21539  -2.48663  -0.51777
H  -1.57647  -0.77163  -1.31078
N  0.29928  -0.26868  0.19522
O  0.21990  2.02399  -0.25955
S  1.92220  -0.29308  -0.12163


Most stable: arrangement 1. Least stable: arrangement 2.